# C32H42BBrN10OV

A structure of composition C32H42BBrN10OV (ωB97M-V with the def2-TZVPD basis set, OMol25).

```
! RIJCOSX wB97M-V def2-TZVPD def2/J DEFGRID3
* xyz 1 3
V -0.10 -0.15 0.31
C -2.76 0.90 -3.00
C -3.85 1.40 -2.07
C -3.96 2.93 -2.15
C -3.76 0.95 -0.63
C -4.91 0.88 0.17
C -4.45 0.56 1.42
N -3.12 0.47 1.37
N -2.66 0.66 0.10
B -2.20 0.13 2.55
N -1.05 1.15 2.67
C -0.95 2.16 3.54
C 0.25 2.80 3.33
C 0.86 2.11 2.29
N 0.06 1.11 1.88
C 2.23 2.41 1.73
C 3.30 2.06 2.76
C 2.36 3.89 1.35
N -1.62 -1.30 2.37
C -2.07 -2.36 3.03
C -1.35 -3.47 2.64
C -0.45 -3.01 1.68
N -0.61 -1.68 1.52
C 0.49 -3.99 1.01
C 1.51 -4.52 2.03
C 1.20 -3.60 -0.29
H -2.93 1.30 -4.01
H -1.78 1.22 -2.67
H -2.77 -0.19 -3.07
H -4.80 1.00 -2.43
H -2.99 3.39 -1.99
H -4.31 3.22 -3.15
H -4.67 3.32 -1.42
H -5.92 1.05 -0.14
H -4.98 0.41 2.35
H -2.85 0.14 3.56
H -1.74 2.34 4.26
H 0.64 3.64 3.88
H 2.38 1.79 0.84
H 3.18 2.68 3.66
H 3.25 1.01 3.06
H 4.29 2.25 2.35
H 2.31 4.52 2.24
H 3.32 4.06 0.87
H 1.57 4.21 0.68
H -2.86 -2.26 3.76
H -1.47 -4.48 2.98
H -0.17 -4.83 0.77
H 2.19 -3.73 2.33
H 1.02 -4.91 2.92
H 2.09 -5.32 1.58
H 2.20 -3.21 -0.10
H 1.31 -4.49 -0.92
H 0.66 -2.86 -0.86
C 1.15 -0.51 -5.19
C 0.27 -1.11 -4.13
C -0.59 -2.17 -4.38
C -1.42 -2.63 -3.38
C -1.34 -2.03 -2.13
Br -2.61 -2.57 -0.84
N -0.48 -1.06 -1.84
C 0.28 -0.61 -2.84
H 1.19 -1.14 -6.07
H 2.17 -0.38 -4.83
H 0.77 0.47 -5.50
H -0.63 -2.62 -5.37
H -2.13 -3.43 -3.54
H 0.92 0.22 -2.60
N 7.08 -2.03 0.96
C 5.98 -1.73 0.85
C 4.60 -1.36 0.72
C 4.11 -0.87 -0.49
C 2.78 -0.52 -0.60
C 1.88 -0.64 0.46
C 2.40 -1.11 1.67
C 3.73 -1.47 1.81
H 4.79 -0.77 -1.33
H 2.45 -0.14 -1.56
H 1.76 -1.21 2.54
H 4.11 -1.84 2.75
N -1.06 3.22 -0.17
C -0.08 2.73 -0.94
N 0.52 3.55 -1.83
O 0.29 1.54 -0.87
H -1.42 4.15 -0.34
H -1.69 2.54 0.24
H 0.30 4.52 -1.89
H 1.36 3.22 -2.28
*
```

E_LUMO (spin up / spin down) = -0.1191 / -0.0987 Ha
molecular weight = 724.417 g/mol

# C4H9N2

The ion C4H9N2 with charge +1 (ωB97M-V with the def2-TZVPD basis set, OMol25).

```
! RIJCOSX wB97M-V def2-TZVPD def2/J DEFGRID3
* xyz 1 1
C 2.16 1.05 0.59
N 1.06 0.55 0.17
C 0.82 -0.55 -0.77
C 0.09 -0.66 0.52
N -1.29 -0.66 0.50
C -1.99 0.15 -0.51
H 2.12 1.46 1.48
H 3.11 0.88 0.14
H 1.62 -1.12 -1.07
H 0.03 -0.45 -1.64
H 0.65 -1.00 1.38
H -1.78 -0.62 1.48
H -1.45 1.05 -0.85
H -2.22 -0.45 -1.42
H -2.94 0.38 0.00
*
```

E_LUMO = -0.1886 Ha
molecular weight = 85.130 g/mol
SMILES = C=[N+]1C[C@@H]1NC

# H3N3O4S2

A structure of composition H3N3O4S2 (ωB97M-V with the def2-TZVPD basis set, OMol25).

```
! RIJCOSX wB97M-V def2-TZVPD def2/J DEFGRID3
* xyz 0 3
N -2.38 -1.13 0.63
N -2.16 -0.78 -0.92
N 2.54 -0.25 -0.25
O 0.08 -0.37 0.46
O -1.59 1.41 0.57
O 0.78 0.88 -1.50
O 1.24 1.73 0.78
S -1.42 0.07 0.13
S 1.17 0.68 -0.18
H -3.30 -0.59 0.83
H 2.29 -0.89 -1.08
H 2.75 -0.78 0.54
*
```

E_LUMO (spin up / spin down) = 0.0102 / -0.1103 Ha
molecular weight = 173.175 g/mol